Entry 1:
Density functional theory data (ωB97M-V/def2-TZVPD) for C18H22Br2NO5W as an isolated structure.

E_HOMO (alpha / beta)   -16.9173 / -17.0474 eV
<S²>   2.129
2S+1   3
M   676.02 g/mol
E_LUMO (alpha / beta)   -11.6766 / -11.1379 eV
Calculated total energy   -6344.1144 hartree
Charge   +3

```
49
C18H22Br2NO5W (ωB97M-V/def2-TZVPD)
W 0.13 0.24 0.34
C 0.33 -2.89 1.34
C 1.80 -2.39 1.32
O 1.87 -1.00 0.91
C 2.68 -0.15 1.75
C 1.86 0.31 2.96
O 0.59 0.72 2.43
C -0.50 0.79 3.36
C -1.68 1.29 2.53
O -1.78 0.52 1.31
C -2.63 -0.63 1.26
C -1.87 -1.89 1.69
O -0.56 -1.78 1.11
H 0.09 -3.35 2.31
H 0.15 -3.65 0.56
H 2.38 -2.98 0.60
H 2.25 -2.51 2.31
H 2.95 0.72 1.11
H 3.60 -0.66 2.07
H 2.35 1.16 3.46
H 1.72 -0.50 3.69
H -0.28 1.49 4.17
H -0.69 -0.21 3.79
H -1.50 2.32 2.20
H -2.62 1.25 3.10
H -2.92 -0.71 0.19
H -3.53 -0.49 1.87
H -2.38 -2.79 1.30
H -1.79 -1.98 2.78
C 2.15 -1.53 -2.18
C 1.12 -0.57 -2.68
C 0.82 -0.51 -4.04
C -0.05 0.44 -4.54
C -0.58 1.40 -3.67
C -1.44 2.49 -4.04
Br -2.12 2.60 -5.80
C -1.82 3.44 -3.10
C -1.42 3.35 -1.77
Br -2.00 4.59 -0.48
C -0.63 2.26 -1.35
O -0.18 2.07 -0.13
C -0.25 1.28 -2.30
N 0.52 0.25 -1.79
H 2.92 -1.65 -2.94
H 1.73 -2.52 -2.01
H 2.62 -1.14 -1.28
H 1.29 -1.22 -4.71
H -0.29 0.47 -5.60
H -2.44 4.27 -3.41
```

Löwdin atomic charge list, values in e, 5 entries: 1.9516 -0.0730 -0.0661 -0.3160 -0.1021

***

Entry 2:
Density functional theory data (ωB97M-V/def2-TZVPD) for a 4-piece molecular cluster, C4H15NO3 overall.

E_HOMO   -7.5204 eV
Structure (SMILES)   CC/C=C/N.O.O.O
2S+1   1
M   125.17 g/mol
E_LUMO   0.6316 eV
Calculated total energy   -441.7932 hartree
Energy above the lowest of the compared OMol25 structures with the same formula, charge and spin   55.67 kcal per mole

```
23
C4H15NO3 (ωB97M-V/def2-TZVPD)
C -2.99 0.40 0.25
C -2.15 -0.85 0.96
C -0.96 -1.30 0.20
C 0.15 -0.48 0.19
N 1.07 -0.74 -0.84
H -2.42 1.31 0.29
H -3.95 0.52 1.01
H -3.29 0.17 -0.77
H -1.84 -0.51 1.98
H -2.92 -1.60 1.09
H -1.12 -2.08 -0.53
H 0.47 0.29 0.95
H 1.75 -0.10 -1.16
H 0.83 -1.27 -1.58
O -2.63 -3.14 4.50
H -3.23 -2.97 3.75
H -1.71 -3.24 3.97
O 5.81 1.40 -1.06
H 5.57 1.34 -2.00
H 6.74 1.61 -1.09
O 2.36 3.44 -3.25
H 2.53 4.26 -2.81
H 1.92 3.55 -4.06
```

Löwdin atomic charge list, values in e, 5 entries: -0.0942 -0.2847 -0.1713 -0.1691 0.0386

***

Entry 3:
Density functional theory data (ωB97M-V/def2-TZVPD) for a 2-piece molecular cluster, C5H15N2 overall.

E_HOMO   -13.3172 eV
2S+1   1
M   103.19 g/mol
E_LUMO   -3.2237 eV
Calculated total energy   -308.7373 hartree
Charge   +1
Energy above the lowest of the compared OMol25 structures with the same formula, charge and spin   34.74 kcal per mole

```
22
C5H15N2 (ωB97M-V/def2-TZVPD)
C 1.96 -2.14 -0.74
C 0.53 -2.62 -0.92
C -0.48 -1.50 -0.71
H 2.22 -1.43 -1.54
H 2.62 -3.01 -0.77
H 2.10 -1.61 0.21
H 0.32 -3.47 -0.26
H 0.41 -3.02 -1.93
H -1.53 -1.78 -0.79
H -0.28 -1.00 0.24
H -0.31 -0.76 -1.50
C -1.18 2.38 0.51
C -0.10 2.20 1.29
N 0.70 3.18 1.81
N -1.80 1.12 0.01
H -1.74 3.23 0.16
H 0.13 1.18 1.57
H 1.48 2.89 2.36
H 0.90 3.93 1.17
H -1.50 0.81 -0.91
H -2.82 1.13 0.12
H -1.61 0.30 0.60
```

Löwdin atomic charge list, values in e, 5 entries: -0.1105 -0.3042 -0.1466 0.0787 0.0770

***

Entry 4:
Density functional theory data (ωB97M-V/def2-TZVPD) for a 14-piece molecular cluster, C42H74O24 overall.

E_HOMO   -8.7937 eV
2S+1   1
M   963.03 g/mol
E_LUMO   -0.1243 eV
Calculated total energy   -3450.4002 hartree

```
140
C42H74O24 (ωB97M-V/def2-TZVPD)
C -4.24 4.99 -2.10
C -4.11 4.44 -0.65
O -3.19 3.38 -0.86
C -2.60 3.49 -2.02
O -1.58 2.85 -2.32
O -3.04 4.58 -2.68
H -4.33 6.06 -2.27
H -5.01 4.40 -2.58
H -5.10 4.20 -0.26
H -3.62 5.17 -0.01
C -2.67 -0.32 -6.84
C -1.30 0.17 -6.70
O -1.21 0.52 -5.33
C -2.42 0.33 -4.75
O -2.67 0.46 -3.54
O -3.24 -0.08 -5.59
H -2.68 -1.38 -7.09
H -3.18 0.34 -7.54
H -1.15 1.00 -7.39
H -0.54 -0.59 -6.88
C 0.93 -5.27 1.02
C 0.96 -6.71 0.49
O 2.36 -7.02 0.59
C 2.92 -6.18 1.46
O 4.10 -6.12 1.71
O 2.03 -5.26 1.88
H -0.02 -5.15 1.54
H 1.13 -4.52 0.25
H 0.60 -6.71 -0.54
H 0.33 -7.42 1.02
C 0.59 0.78 -0.10
C -0.34 0.35 -1.30
O -0.23 -1.03 -1.03
C -0.10 -1.31 0.21
O -0.47 -2.36 0.75
O 0.30 -0.24 0.83
H 0.23 1.68 0.40
H 1.65 0.88 -0.35
H 0.03 0.69 -2.27
H -1.32 0.83 -1.26
C 5.32 4.38 0.97
C 4.68 4.48 -0.34
O 4.12 3.15 -0.54
C 4.30 2.39 0.53
O 3.92 1.21 0.53
O 4.96 3.07 1.50
H 5.10 5.17 1.68
H 6.40 4.36 0.81
H 5.38 4.64 -1.17
H 3.91 5.25 -0.36
C 0.82 -2.77 3.58
C 2.06 -3.36 4.21
O 1.97 -4.11 5.21
C 3.40 -2.90 3.81
H 0.52 -3.65 3.01
H 1.01 -1.92 2.93
H 0.01 -2.48 4.26
H 3.78 -3.60 3.06
H 4.15 -2.90 4.60
H 3.24 -1.90 3.42
C -5.53 -3.96 1.86
C -4.21 -3.33 2.41
O -4.27 -2.13 2.76
C -2.96 -4.19 2.57
H -5.68 -5.00 2.13
H -5.60 -3.94 0.77
H -6.30 -3.40 2.39
H -3.17 -5.19 2.94
H -2.32 -3.71 3.31
H -2.31 -4.25 1.69
C 2.28 -1.17 -3.64
C 3.38 -0.39 -4.27
O 3.95 0.56 -3.68
C 3.74 -0.90 -5.73
H 2.77 -2.10 -3.34
H 1.50 -1.27 -4.39
H 1.95 -0.54 -2.82
H 3.51 -1.97 -5.75
H 4.82 -0.82 -5.87
H 3.29 -0.41 -6.59
C -2.12 -5.84 -2.12
C -0.91 -5.06 -2.57
O 0.19 -5.53 -2.50
C -1.07 -3.58 -2.98
H -2.46 -5.37 -1.20
H -1.99 -6.88 -1.80
H -2.90 -5.76 -2.88
H -0.21 -3.25 -3.56
H -1.04 -3.06 -2.02
H -2.06 -3.31 -3.34
C 1.81 2.78 -3.20
C 2.74 3.94 -3.50
O 2.97 4.84 -2.68
C 3.46 3.84 -4.84
H 0.88 3.15 -2.78
H 2.18 2.11 -2.42
H 1.50 2.19 -4.06
H 4.05 2.93 -4.90
H 4.17 4.66 -4.95
H 2.77 3.75 -5.68
C -1.10 0.78 3.91
C -1.01 0.75 5.42
O -0.79 1.78 6.05
C -1.32 -0.57 6.15
H -1.96 0.17 3.64
H -0.14 0.35 3.60
H -1.07 1.86 3.78
H -1.84 -1.27 5.49
H -1.98 -0.48 7.01
H -0.39 -1.10 6.34
C -4.50 0.81 0.94
C -4.88 -0.28 0.04
O -6.03 -0.60 -0.07
C -3.81 -1.24 -0.60
H -3.81 1.47 0.43
H -4.06 0.29 1.80
H -5.37 1.33 1.34
H -3.08 -1.35 0.19
H -3.27 -0.90 -1.48
H -4.11 -2.24 -0.91
C -1.13 5.09 1.96
C 0.23 5.40 2.34
O 1.13 5.58 1.52
C 0.55 5.29 3.84
H -1.83 5.09 2.79
H -1.04 4.09 1.53
H -1.52 5.95 1.40
H 0.45 6.28 4.29
H 1.57 4.93 3.97
H -0.09 4.63 4.43
C 3.95 1.17 4.17
C 2.72 2.01 4.12
O 2.28 2.54 5.15
C 1.87 2.14 2.89
H 3.86 0.30 3.52
H 4.12 0.84 5.20
H 4.78 1.80 3.85
H 2.23 2.95 2.25
H 0.81 2.30 3.08
H 1.95 1.22 2.31
```

Löwdin atomic charge list, values in e, 5 entries: -0.1168 -0.0800 0.0584 -0.5286 0.0975

***

Entry 5:
Density functional theory data (ωB97M-V/def2-TZVPD) for a 9-piece molecular cluster, C36H93ClN5O17 overall.

E_HOMO   -5.4810 eV
2S+1   1
M   903.61 g/mol
E_LUMO   2.3574 eV
Calculated total energy   -3439.9076 hartree
Charge   -1
Energy above the lowest of the compared OMol25 structures with the same formula, charge and spin   61.54 kcal per mole

```
152
C36H93ClN5O17 (ωB97M-V/def2-TZVPD)
Cl 1.29 0.30 -0.70
O 2.43 -0.28 -1.33
O 0.13 -0.21 -1.33
O 1.38 -0.05 0.65
O 1.23 1.71 -0.86
C -1.25 -3.61 -2.74
C -2.12 -2.40 -2.36
O -2.28 -1.50 -3.44
H -0.27 -3.39 -3.16
H -1.77 -4.23 -3.46
H -1.15 -4.29 -1.89
H -1.73 -1.84 -1.52
H -3.09 -2.83 -2.10
H -2.72 -2.05 -4.09
C 4.95 3.49 -3.12
C 3.95 3.26 -1.99
O 2.95 4.22 -2.02
H 5.73 2.73 -3.13
H 5.47 4.40 -2.85
H 4.52 3.63 -4.11
H 4.45 3.26 -1.02
H 3.45 2.29 -2.08
H 3.38 5.03 -1.74
C 6.00 -0.45 -0.39
C 6.47 -1.81 0.11
O 7.57 -1.55 0.99
H 5.16 -0.52 -1.08
H 6.76 0.05 -0.98
H 5.72 0.27 0.39
H 6.82 -2.44 -0.71
H 5.76 -2.34 0.74
H 7.85 -2.44 1.24
C 3.49 -3.26 -4.42
O 2.36 -3.64 -3.64
C 2.67 -4.58 -2.58
C 3.11 -3.79 -1.36
N 3.41 -4.59 -0.18
C 2.26 -5.27 0.35
C 2.55 -5.74 1.80
O 2.94 -4.64 2.65
C 3.44 -5.04 3.89
H 4.15 -4.10 -4.64
H 4.01 -2.52 -3.81
H 3.33 -2.84 -5.41
H 3.32 -5.39 -2.91
H 1.69 -5.03 -2.39
H 2.50 -2.95 -1.04
H 4.06 -3.37 -1.69
H 3.70 -4.02 0.60
H 1.93 -6.08 -0.30
H 1.39 -4.62 0.40
H 3.34 -6.49 1.80
H 1.66 -6.27 2.13
H 4.40 -5.54 3.79
H 2.74 -5.63 4.49
H 3.63 -4.13 4.46
C -3.84 -0.74 8.27
O -3.07 -1.68 7.52
C -1.88 -2.04 8.16
C -1.06 -2.99 7.32
N -0.50 -2.28 6.19
C 0.18 -3.23 5.29
C 0.23 -2.57 3.90
O -1.15 -2.46 3.52
C -1.23 -1.87 2.23
H -4.90 -0.74 8.01
H -3.51 0.29 8.17
H -3.93 -0.99 9.32
H -2.08 -2.58 9.08
H -1.17 -1.24 8.39
H -1.67 -3.86 7.06
H -0.24 -3.42 7.89
H -1.25 -1.97 5.59
H -0.33 -4.19 5.22
H 1.20 -3.42 5.62
H 0.80 -3.10 3.14
H 0.64 -1.57 4.06
H -0.84 -0.86 2.08
H -2.29 -1.80 1.98
H -0.69 -2.44 1.47
C -4.22 0.74 4.06
O -3.06 1.46 4.41
C -2.00 0.65 4.91
C -0.94 1.53 5.70
N -0.45 2.63 4.84
C 0.32 2.12 3.67
C 0.96 3.23 2.79
O -0.07 4.12 2.31
C 0.45 4.71 1.07
H -3.95 0.14 3.19
H -5.08 1.40 3.93
H -4.57 -0.01 4.77
H -1.45 0.15 4.11
H -2.42 -0.03 5.65
H -0.14 0.90 6.09
H -1.43 1.95 6.57
H 0.21 3.07 5.47
H -0.30 1.58 2.96
H 1.08 1.41 4.01
H 1.44 2.70 1.97
H 1.71 3.71 3.42
H 1.13 5.51 1.36
H -0.31 5.27 0.52
H 0.83 3.97 0.36
C 0.88 -0.85 -4.63
O 0.63 0.54 -4.51
C 1.77 1.33 -4.73
C 1.51 2.81 -4.70
N 0.74 3.29 -3.56
C 0.40 4.73 -3.73
C -0.60 5.23 -2.67
O -1.82 4.53 -2.79
C -2.85 5.34 -2.29
H 1.78 -1.17 -4.10
H 1.09 -1.06 -5.68
H 0.04 -1.43 -4.23
H 2.38 0.99 -5.57
H 2.39 1.14 -3.85
H 1.00 3.07 -5.62
H 2.46 3.33 -4.84
H 1.45 3.33 -2.84
H 0.13 4.93 -4.77
H 1.36 5.22 -3.58
H -0.64 6.29 -2.92
H -0.21 5.16 -1.66
H -2.65 5.87 -1.35
H -3.70 4.68 -2.19
H -3.18 6.12 -2.98
C -3.33 4.78 -5.45
O -3.65 3.48 -4.84
C -4.93 3.01 -5.34
C -5.25 1.53 -4.97
N -4.88 1.36 -3.56
C -5.37 0.08 -3.05
C -5.06 -0.08 -1.62
O -3.69 0.18 -1.34
C -3.36 -0.16 0.04
H -2.31 5.10 -5.23
H -4.04 5.50 -5.05
H -3.40 4.77 -6.53
H -4.99 3.12 -6.42
H -5.66 3.71 -4.93
H -4.69 0.76 -5.50
H -6.29 1.21 -5.04
H -5.38 2.12 -3.10
H -4.87 -0.70 -3.63
H -6.45 0.01 -3.13
H -5.37 -1.08 -1.30
H -5.73 0.58 -1.06
H -3.64 -1.19 0.27
H -3.94 0.43 0.75
H -2.31 -0.01 0.28
```

Löwdin atomic charge list, values in e, 5 entries: 0.5629 -0.3757 -0.3261 -0.3588 -0.3398

***

Entry 6:
Density functional theory data (ωB97M-V/def2-TZVPD) for one molecule with the formula C4H9NO.

E_HOMO   -8.1322 eV
2S+1   1
M   87.12 g/mol
E_LUMO   0.7399 eV
Calculated total energy   -287.6892 hartree
Energy above the lowest of the compared OMol25 structures with the same formula, charge and spin   89.86 kcal per mole

```
15
C4H9NO (ωB97M-V/def2-TZVPD)
C -1.56 0.98 0.19
C -0.96 1.01 -1.21
N 0.24 0.42 -1.23
C 0.40 -0.89 -0.56
C 1.01 -0.89 0.86
O 1.53 0.36 1.26
H -0.84 0.90 1.01
H -1.99 1.98 0.19
H -2.40 0.30 0.39
H -0.60 -1.30 -0.54
H 0.73 0.50 -2.11
H 0.98 -1.50 -1.26
H 1.80 -1.65 0.91
H 0.23 -1.19 1.57
H 1.43 0.97 0.52
```

Löwdin atomic charge list, values in e, 5 entries: -0.1407 -0.0978 -0.0938 -0.1643 -0.2528

***

Entry 7:
Density functional theory data (ωB97M-V/def2-TZVPD) for an isolated ion of composition C6H8N3OS and charge +1.

E_HOMO   -12.7053 eV
Structure (SMILES)   S=C1N[NH2+][C@@H](c2ccco2)N1
2S+1   1
M   170.22 g/mol
E_LUMO   -4.0925 eV
Calculated total energy   -870.7653 hartree
Charge   +1
Energy above the lowest of the compared OMol25 structures with the same formula, charge and spin   54.15 kcal per mole

```
19
C6H8N3OS (ωB97M-V/def2-TZVPD)
S 3.51 -1.19 -0.49
C 2.54 -0.22 0.27
N 2.04 1.00 -0.23
N 1.20 1.69 0.60
C 0.73 0.18 1.54
C -0.32 -0.35 0.67
C -0.43 -1.58 0.02
C -1.71 -1.67 -0.50
C -2.32 -0.46 -0.15
O -1.52 0.33 0.57
N 1.92 -0.41 1.49
H 2.68 1.52 -0.86
H 0.31 2.03 0.22
H 1.46 2.61 1.03
H 0.22 0.43 2.50
H 0.25 -2.34 -0.36
H -2.01 -2.39 -1.34
H -3.37 -0.12 -0.16
H 2.52 -0.71 2.27
```

Löwdin atomic charge list, values in e, 5 entries: 0.8446 -0.9209 -0.0069 0.0870 -0.0952

***

Entry 8:
Density functional theory data (ωB97M-V/def2-TZVPD) for a 2-piece molecular cluster, C2H2ClO3 overall.

E_HOMO (alpha / beta)   -2.2473 / -4.3476 eV
<S²>   2.010
2S+1   3
M   109.49 g/mol
E_LUMO (alpha / beta)   3.8019 / 1.7890 eV
Calculated total energy   -763.2098 hartree
Charge   -1
Energy above the lowest of the compared OMol25 structures with the same formula, charge and spin   9.17 kcal per mole

```
8
C2H2ClO3 (ωB97M-V/def2-TZVPD)
C 0.86 0.65 -0.16
C 0.11 -0.70 -0.17
O 0.50 1.46 0.65
O 1.56 0.64 -1.23
O -1.78 0.06 0.34
Cl 0.52 -1.91 0.98
H -0.17 -1.08 -1.20
H -1.61 0.88 0.78
```

Löwdin atomic charge list, values in e, 5 entries: -0.7999 -0.6240 -0.0237 -0.0385 -0.0922

***

Entry 9:
Density functional theory data (ωB97M-V/def2-TZVPD) for C15H19Cl3GeNO4PtSSi as an isolated structure.

E_HOMO (alpha / beta)   -0.2418 / -3.1676 eV
<S²>   3.767
2S+1   4
M   711.52 g/mol
E_LUMO (alpha / beta)   4.4899 / 4.4514 eV
Calculated total energy   -5203.2849 hartree
Charge   -2
Energy above the lowest of the compared OMol25 structures with the same formula, charge and spin   7.18 kcal per mole

```
46
C15H19Cl3GeNO4PtSSi (ωB97M-V/def2-TZVPD)
Pt -1.26 0.25 -0.34
C -2.86 -1.12 -2.70
O -2.86 0.28 -2.91
C -2.27 1.04 -1.91
C -2.15 2.47 -2.32
H -1.84 -1.51 -2.68
H -3.40 -1.56 -3.53
H -3.34 -1.38 -1.75
H -2.95 2.72 -3.03
H -1.19 2.68 -2.79
H -2.23 3.13 -1.45
Cl 0.17 1.46 3.09
Ge -1.58 1.50 1.70
Cl -2.03 3.70 1.74
Cl -3.16 0.81 3.11
C 0.24 -5.12 1.74
Si -1.36 -4.17 2.04
C -1.56 -3.94 3.89
C -2.79 -5.23 1.42
C -1.34 -2.59 1.19
C -1.31 -1.51 0.61
H 0.23 -6.10 2.23
H 1.09 -4.55 2.11
H 0.39 -5.28 0.67
H -1.57 -4.91 4.41
H -2.49 -3.42 4.11
H -0.74 -3.34 4.30
H -2.82 -6.20 1.94
H -2.69 -5.42 0.35
H -3.73 -4.72 1.59
O 2.67 3.70 -4.15
S 2.85 2.60 -3.22
O 3.67 1.51 -3.69
N 1.46 2.10 -2.59
C 1.38 2.36 -1.28
O 0.43 2.13 -0.52
C 2.62 3.02 -0.72
C 2.87 3.38 0.59
C 4.10 3.96 0.88
C 5.04 4.17 -0.13
C 4.78 3.81 -1.44
C 3.55 3.24 -1.71
H 2.13 3.19 1.36
H 4.33 4.25 1.90
H 6.00 4.63 0.13
H 5.51 3.97 -2.23
```

Löwdin atomic charge list, values in e, 5 entries: 0.7912 -0.1667 -0.2188 -0.4622 -0.1436

***

Entry 10:
Density functional theory data (ωB97M-V/def2-TZVPD) for a 2-piece molecular cluster, CH3F2OPS overall.

E_HOMO   -10.2032 eV
Structure (SMILES)   FP(F)S.C=O
2S+1   1
M   132.07 g/mol
E_LUMO   0.6344 eV
Calculated total energy   -1054.4476 hartree
Energy above the lowest of the compared OMol25 structures with the same formula, charge and spin   37.72 kcal per mole

```
9
CH3F2OPS (ωB97M-V/def2-TZVPD)
F 2.34 1.30 -0.53
P 2.51 0.27 0.75
F 4.03 0.62 1.07
S 2.93 -1.43 -0.43
H 4.22 -0.97 -0.54
C -0.26 0.63 -1.87
O -0.54 0.71 -0.70
H -0.93 0.56 -2.72
H 0.75 0.28 -2.04
```

Löwdin atomic charge list, values in e, 5 entries: -0.3776 0.5565 -0.3532 0.3839 -0.1615

***

Entry 11:
Density functional theory data (ωB97M-V/def2-TZVPD) for a 2-piece molecular cluster, C4H10S overall.

E_HOMO   -8.4273 eV
Structure (SMILES)   C=C.CSC
2S+1   1
M   90.19 g/mol
E_LUMO   1.0205 eV
Calculated total energy   -556.5127 hartree
Energy above the lowest of the compared OMol25 structures with the same formula, charge and spin   43.45 kcal per mole

```
15
C4H10S (ωB97M-V/def2-TZVPD)
C -2.37 0.31 0.31
C -2.34 -1.03 0.17
H -1.90 0.87 1.09
H -2.85 0.87 -0.49
H -1.68 -1.68 0.70
H -3.01 -1.50 -0.62
C 1.08 -1.23 0.26
S 1.25 0.58 0.45
C 0.94 0.93 -1.36
H 1.87 -1.63 -0.35
H 0.12 -1.32 -0.27
H 1.00 -1.79 1.25
H 0.13 1.74 -1.53
H 1.88 1.31 -1.60
H 0.49 -0.01 -1.70
```

Löwdin atomic charge list, values in e, 5 entries: -0.0775 -0.0857 0.0290 0.0480 0.0167

***

Question: Look up the M of the eleventh one.
Answer: 90.19 g/mol